71
Properties=species:S:1:pos:R:3:forces:R:3 method="wB97M-V/def2-TZVPD" charge=+1 lumo_energy_ev=-4.63
C -6.861 -3.167 -0.309 0.3 0.0 0.2
N -6.058 -2.921 0.871 -0.5 0.1 0.0
C -6.789 -3.156 2.102 0.3 0.0 -0.2
C -4.709 -2.536 0.815 1.5 0.1 0.1
C -4.317 -1.171 0.795 -0.4 -0.9 0.0
C -2.980 -0.787 0.810 0.2 -0.1 0.1
C -1.946 -1.740 0.877 -0.9 -0.1 0.0
C -0.526 -1.310 1.184 1.1 0.3 0.6
C 0.511 -2.085 0.558 -0.9 -1.1 -0.9
S 2.182 -2.026 0.776 -0.2 -0.8 0.3
C 2.658 -3.121 2.135 0.1 -0.1 -0.2
C 2.723 -3.073 -0.605 -0.2 0.1 0.3
O -0.296 -0.377 1.988 -0.3 -0.7 -1.0
C -2.324 -3.094 0.802 0.3 0.2 0.1
C -3.663 -3.495 0.789 -0.4 0.6 0.0
H -6.321 -2.880 -1.217 -0.1 -0.1 0.2
H -7.135 -4.233 -0.365 0.0 0.1 -0.2
H -7.794 -2.587 -0.232 0.1 -0.1 -0.2
H -6.199 -2.858 2.975 -0.1 -0.1 -0.2
H -7.728 -2.579 2.073 0.2 -0.1 0.2
H -7.060 -4.222 2.185 0.0 0.2 0.2
H -5.124 -0.440 0.816 0.3 0.0 -0.1
H -2.744 0.275 0.771 0.1 -0.2 0.2
H 0.266 -3.013 0.010 -0.2 0.7 0.3
H 3.748 -3.059 2.248 -0.2 -0.2 0.1
H 2.139 -2.759 3.029 0.2 -0.1 -0.2
H 2.333 -4.127 1.847 0.1 0.1 0.4
H 3.803 -2.971 -0.726 -0.2 -0.1 0.0
H 2.435 -4.095 -0.337 0.1 0.2 -0.3
H 2.191 -2.727 -1.496 0.2 -0.1 0.2
H -1.540 -3.853 0.781 -0.3 0.1 0.2
H -3.920 -4.558 0.797 0.1 0.4 -0.1
C -2.576 4.956 1.956 0.5 0.0 0.1
N -1.412 5.092 1.085 0.3 0.4 -0.1
C -1.495 6.232 0.188 -0.1 -0.3 -0.2
C -0.521 4.047 0.839 -0.4 -0.1 0.1
C -0.487 3.421 -0.434 0.0 -0.2 0.2
C 0.235 2.243 -0.574 0.5 0.9 -0.3
C 1.148 1.821 0.424 -0.9 -0.6 -0.2
C 2.061 0.726 0.195 1.1 2.8 0.1
C 2.830 0.662 -0.981 0.1 -0.3 0.3
C 4.063 -0.106 -1.207 0.1 0.2 -0.2
C 4.935 -0.784 -0.367 0.4 -0.7 -0.1
C 6.057 -1.423 -0.928 -0.2 0.3 0.3
C 6.393 -1.262 -2.281 -0.5 0.4 -0.2
C 5.602 -0.445 -3.106 0.2 -0.3 0.4
C 4.454 0.102 -2.544 0.2 0.0 0.4
N 3.583 1.046 -3.094 -1.2 0.5 1.3
C 3.756 1.677 -4.383 0.0 0.4 -0.7
C 2.658 1.416 -2.167 0.9 -0.9 -1.1
C 1.152 2.510 1.662 -0.1 -0.4 0.0
C 0.304 3.569 1.892 -0.5 0.0 -0.5
H -2.484 4.029 2.535 -0.2 0.3 -0.1
H -2.617 5.830 2.627 -0.2 -0.4 -0.1
H -3.500 4.927 1.347 0.3 -0.1 0.3
H -0.571 6.343 -0.392 -0.2 0.0 0.2
H -2.347 6.146 -0.505 0.1 0.1 0.0
H -1.639 7.133 0.798 0.0 -0.1 -0.2
H -1.120 3.821 -1.246 0.3 -0.4 0.6
H 0.151 1.667 -1.495 -0.1 0.0 0.3
H 2.427 0.230 1.098 -0.1 0.5 -0.6
H 4.720 -0.834 0.703 0.2 -0.1 -0.3
H 6.691 -2.050 -0.297 -0.1 0.3 -0.2
H 7.292 -1.736 -2.680 -0.3 0.2 0.1
H 5.871 -0.218 -4.134 0.1 -0.2 0.2
H 4.548 1.138 -4.925 -0.4 0.4 0.1
H 2.820 1.641 -4.965 0.4 -0.1 0.2
H 4.040 2.737 -4.257 0.0 -0.5 -0.1
H 1.923 2.164 -2.423 0.1 0.0 0.1
H 1.870 2.219 2.424 -0.2 -0.1 0.0
H 0.230 4.055 2.867 0.2 -0.1 -0.4



85
Properties=species:S:1:pos:R:3:forces:R:3 method="wB97M-V/def2-TZVPD" charge=+4 lumo_energy_ev="-10.24 / -14.38" s_squared=8.799 spin_multiplicity=6
Ir 0.671 0.004 0.451 1.5 1.4 -1.0
P 0.029 1.256 2.250 -1.4 0.4 1.6
P 2.021 1.829 -0.242 1.0 1.2 -0.4
P 0.292 -2.023 1.584 -0.5 -2.0 1.6
H 6.572 -2.866 -2.398 -0.1 -0.4 0.0
C 5.859 -3.697 -2.336 1.9 0.6 1.9
C 5.084 -3.988 -3.381 -1.3 -0.6 -2.7
H 4.908 -3.242 -4.161 0.0 -0.3 0.2
C 1.347 1.391 3.480 0.0 0.2 0.3
C -0.606 2.950 2.013 0.1 0.3 0.1
C -1.403 0.609 3.175 -0.2 0.3 0.3
C 2.859 1.582 -1.854 0.1 0.0 0.1
C 1.232 3.444 -0.608 -0.4 0.0 0.0
C 3.435 2.290 0.846 -0.1 -0.2 0.0
C 0.814 -3.692 0.982 0.1 0.0 0.0
C -1.520 -2.384 1.689 -0.1 0.2 -0.1
C 0.950 -2.024 3.311 0.1 -0.1 -0.1
H 5.889 -4.298 -1.425 -0.1 0.2 -0.1
H 4.704 -4.995 -3.589 0.0 0.2 0.3
H 0.998 2.003 4.317 0.0 0.0 0.0
H 2.244 1.852 3.070 -0.1 -0.1 0.1
H 1.622 0.413 3.874 -0.1 0.1 -0.1
H -1.107 3.267 2.938 0.2 0.0 -0.2
H -1.361 2.969 1.220 0.1 0.0 0.0
H 0.177 3.676 1.778 -0.1 -0.1 0.1
H -1.760 1.394 3.853 0.1 -0.3 0.0
H -1.162 -0.276 3.770 -0.1 0.2 -0.2
H -2.215 0.380 2.476 0.2 0.0 0.1
H 3.316 2.517 -2.195 -0.1 0.0 0.1
H 2.137 1.236 -2.603 0.1 0.1 0.0
H 3.652 0.842 -1.754 -0.2 0.2 0.1
H 1.692 4.234 -0.001 -0.2 -0.2 -0.1
H 0.154 3.416 -0.425 0.4 0.2 0.0
H 1.406 3.665 -1.669 0.0 0.0 0.3
H 4.130 2.901 0.254 -0.2 -0.1 0.1
H 3.966 1.395 1.196 -0.1 0.2 0.0
H 3.104 2.892 1.701 0.1 -0.2 -0.3
H 0.500 -4.438 1.730 0.1 0.3 -0.2
H 1.892 -3.791 0.833 -0.3 0.0 0.1
H 0.310 -3.911 0.033 0.1 0.0 0.2
H -1.686 -3.451 1.905 0.2 0.4 0.0
H -1.965 -2.154 0.711 0.0 -0.1 0.3
H -2.025 -1.783 2.455 0.2 -0.2 -0.3
H 1.053 -3.054 3.673 -0.1 0.2 -0.2
H 0.318 -1.481 4.022 0.2 -0.2 -0.3
H 1.950 -1.574 3.320 -0.2 -0.1 0.0
C 3.048 -1.877 -1.276 0.2 -0.1 -0.1
C 3.761 -2.056 -0.085 -0.2 0.4 0.0
C 5.074 -1.578 -0.005 0.5 0.0 -0.4
C 5.634 -0.845 -1.082 -0.2 -0.2 0.4
C 4.955 -0.799 -2.310 1.1 -0.5 -0.2
C 3.747 -1.464 -2.434 -1.1 -0.2 -0.1
S 1.291 -1.712 -1.388 0.4 -1.4 -1.7
H 1.646 -0.196 -1.014 -0.8 -0.2 0.5
H 3.283 -2.566 0.757 0.4 0.5 -0.2
H 5.658 -1.834 0.884 -0.1 0.5 -0.3
H 6.602 -0.336 -1.041 -0.3 -0.3 0.4
H 5.406 -0.281 -3.176 -0.2 -0.4 0.5
H 3.232 -1.572 -3.387 0.1 0.5 0.1
C -5.704 2.145 -1.463 -1.2 0.3 -0.2
N -4.288 1.973 -1.405 0.7 -1.9 1.2
N -3.725 0.873 -0.849 -1.0 -0.2 -0.1
C -2.331 1.043 -0.852 1.0 -1.2 0.8
O -1.560 0.202 -0.291 -1.6 1.5 -1.4
C -2.104 2.305 -1.512 0.0 -0.1 0.1
C -3.338 2.853 -1.766 1.1 1.0 -0.9
C -3.690 4.153 -2.382 0.2 0.9 -0.5
C -4.518 -0.282 -0.470 -0.7 -0.6 0.4
C -5.323 -0.927 -1.423 0.3 0.2 0.0
C -6.161 -1.978 -1.048 0.3 0.5 0.3
C -6.189 -2.391 0.284 0.4 -0.1 0.3
C -5.369 -1.774 1.245 -0.1 0.1 -0.4
C -4.562 -0.699 0.873 0.3 0.4 -0.1
H -5.904 3.110 -1.931 0.0 -0.2 0.1
H -6.146 2.110 -0.463 0.2 0.0 0.1
H -6.158 1.339 -2.036 0.0 0.2 -0.1
H -1.132 2.695 -1.789 -0.4 0.0 0.2
H -4.291 4.047 -3.298 0.1 -0.2 0.3
H -4.242 4.827 -1.712 0.1 -0.4 0.0
H -2.781 4.701 -2.671 -0.2 -0.3 0.1
H -5.302 -0.589 -2.456 0.0 -0.2 0.1
H -6.807 -2.436 -1.786 0.1 0.0 0.0
H -6.826 -3.220 0.586 0.1 0.2 -0.1
H -5.381 -2.108 2.287 -0.1 0.2 -0.4
H -3.981 -0.145 1.616 -0.2 -0.3 -0.2



24
Properties=species:S:1:pos:R:3:forces:R:3 method="wB97M-V/def2-TZVPD" charge=+2 lumo_energy_ev=-8.47 smiles="CC1(C)C(=[NH2+])N2C[C@H]1[NH2+]N2" de_lowest_kcal_mol=118.9
C -1.326 0.401 -1.321 -1.1 0.0 -2.8
C -0.690 0.172 0.028 0.8 -1.3 0.8
C -1.859 0.179 1.113 -0.2 -0.5 -1.1
C 0.049 -1.146 0.007 0.2 0.4 -0.6
N -0.349 -2.259 -0.495 2.3 -0.4 0.8
N 1.464 -0.916 0.414 -2.0 -1.1 -0.4
C 1.273 0.146 1.391 -2.9 -1.0 0.1
C 0.551 1.101 0.452 -2.0 -0.9 0.9
N 1.566 1.135 -0.691 -0.5 2.4 1.0
N 1.948 -0.258 -0.719 2.6 -1.2 -2.0
H -2.337 -0.147 -1.311 1.4 1.0 -0.2
H -0.821 -0.025 -2.312 -0.5 1.0 2.3
H -1.515 1.518 -1.460 0.0 -1.5 0.1
H -2.047 -0.788 1.685 0.2 0.9 -1.3
H -2.740 0.530 0.476 0.8 -0.4 1.9
H -1.542 0.838 1.888 -0.4 1.0 0.6
H -1.321 -2.530 -0.661 0.3 0.2 -0.3
H 0.451 -2.926 -0.647 -1.5 0.1 0.3
H 2.154 0.337 1.870 2.5 1.2 0.9
H 0.588 -0.192 2.194 0.3 0.1 -0.4
H 0.086 1.979 0.929 1.2 0.5 -0.9
H 1.163 1.539 -1.575 0.3 -1.1 0.5
H 2.276 1.849 -0.388 0.0 -1.0 -0.4
H 2.977 -0.536 -0.869 -1.8 1.5 0.2



23
Properties=species:S:1:pos:R:3:forces:R:3 method="wB97M-V/def2-TZVPD" charge=0 lumo_energy_ev=0.69 smiles="C[C@H](CN)[C@](C)(O)C(=O)O" de_lowest_kcal_mol=63.8
C 0.443 -0.433 -1.835 0.3 0.1 0.1
C 0.544 -0.734 -0.360 -2.9 -1.7 0.4
C -1.081 -1.372 0.211 2.4 -1.6 -1.9
N -2.366 -0.738 -0.034 -0.4 0.1 0.1
C 0.985 0.362 0.562 -1.9 0.1 1.5
C 1.589 1.635 -0.018 0.1 -0.1 0.0
O 1.789 -0.214 1.581 0.6 0.7 -0.4
C -0.431 0.694 1.245 3.2 3.1 3.4
O -0.498 0.633 2.482 -1.0 -0.3 -3.2
O -1.209 1.516 0.487 -0.3 -0.6 0.3
H 0.131 -1.317 -2.397 -0.1 0.2 0.1
H -0.239 0.401 -2.016 0.0 -0.1 -0.2
H 1.432 -0.153 -2.217 -0.2 0.1 0.0
H 1.108 -1.649 -0.166 0.1 0.2 -0.1
H -1.057 -2.255 -0.436 0.1 -0.1 0.1
H -0.963 -1.791 1.213 0.1 0.6 0.1
H -2.892 -0.677 0.840 0.2 0.2 -0.4
H -2.927 -1.284 -0.686 0.3 0.2 0.2
H 1.649 2.398 0.764 0.0 -0.1 0.0
H 0.986 2.061 -0.822 0.1 -0.2 0.1
H 2.600 1.436 -0.385 -0.1 0.0 0.0
H 2.145 0.521 2.122 -0.4 -0.7 -0.3
H -1.736 0.961 -0.137 -0.1 0.0 0.2